{"formula": "CH5IN2", "method": "wB97M-V/def2-TZVPD", "e_homo_ev": -8.125, "lumo_ha": 0.024, "relative_energy_kcal_mol": 36.8, "total_charge": 0, "orbital_gap_ev": 8.77, "symbols": ["C", "N", "N", "I", "H", "H", "H", "H", "H"], "coordinates": [[-0.4887, -0.8245, 0.4563], [-0.9090, 0.3903, 0.1926], [-0.7568, 1.1550, -0.8419], [2.9018, -0.1312, 0.1203], [1.7952, 0.8413, -0.5277], [-0.0830, -1.4905, -0.2410], [-0.5206, -1.3076, 1.3886], [-1.1790, 0.8826, 1.0185], [-0.7598, 0.4846, -1.5658]], "forces_ev_per_angstrom": [[-0.71, 0.21, -0.34], [1.72, -1.14, 1.63], [-1.00, 0.65, 0.16], [0.13, 0.00, 0.01], [-0.20, 0.08, -0.05], [0.46, -0.17, -1.68], [-0.71, 0.37, 1.46], [-0.33, 0.57, 0.63], [0.65, -0.58, -1.82]], "lowdin_charge": [-0.069, -0.233, -0.001, 0.425, -0.352, 0.032, 0.050, 0.138, 0.010]}


{"formula": "C17H20N2O5S", "method": "wB97M-V/def2-TZVPD", "e_homo_ev": -8.768, "smiles": "O=C(Nc1ccccc1)c1ccc(S(=O)(=O)N(CCO)CCO)cc1", "lumo_ha": -0.004, "relative_energy_kcal_mol": 31.9, "total_charge": 0, "orbital_gap_ev": 8.66, "symbols": ["O", "C", "N", "C", "C", "C", "C", "C", "C", "C", "C", "C", "C", "S", "O", "O", "N", "C", "C", "O", "C", "C", "O", "C", "C", "H", "H", "H", "H", "H", "H", "H", "H", "H", "H", "H", "H", "H", "H", "H", "H", "H", "H", "H", "H"], "coordinates": [[-0.7390, 1.0071, -3.4839], [0.1367, 0.8164, -2.6677], [1.4079, 1.2970, -2.7506], [1.9944, 2.0634, -3.7652], [3.3014, 2.5043, -3.5652], [3.9391, 3.2558, -4.5327], [3.2826, 3.5763, -5.7096], [1.9846, 3.1383, -5.9090], [1.3355, 2.3848, -4.9476], [-0.1136, 0.0192, -1.4210], [-1.3852, 0.0872, -0.8567], [-1.6837, -0.6253, 0.2924], [-0.6986, -1.4121, 0.8644], [-1.0042, -2.2925, 2.3964], [-2.3301, -2.8443, 2.3399], [0.0790, -3.1949, 2.6352], [-0.9571, -1.1424, 3.6036], [0.3202, -0.9143, 4.2432], [1.0366, 0.3792, 3.8204], [1.2696, 0.4716, 2.4364], [-1.9471, -0.0854, 3.6901], [-3.3866, -0.5850, 3.9194], [-4.0658, -0.8935, 2.7380], [0.5557, -1.5262, 0.2924], [0.8510, -0.8110, -0.8541], [2.0124, 1.1257, -1.9583], [3.8157, 2.2550, -2.6467], [4.9519, 3.5918, -4.3667], [3.7814, 4.1637, -6.4654], [1.4671, 3.3838, -6.8241], [0.3254, 2.0470, -5.1050], [-2.1313, 0.7024, -1.3359], [-2.6701, -0.5869, 0.7285], [0.9342, -1.7775, 3.9877], [0.1781, -0.8917, 5.3295], [0.4743, 1.2571, 4.1684], [2.0231, 0.3964, 4.2884], [0.4227, 0.4999, 1.9782], [-1.6713, 0.5354, 4.5451], [-1.9440, 0.5459, 2.7892], [-3.9548, 0.2247, 4.3872], [-3.3582, -1.4426, 4.6018], [-3.7085, -1.7445, 2.4233], [1.2778, -2.1777, 0.7568], [1.8203, -0.9288, -1.3154]], "forces_ev_per_angstrom": [[-0.10, 0.05, -0.06], [0.07, -0.04, 0.16], [0.30, -0.10, 0.30], [0.09, 0.20, -0.34], [-0.09, -0.04, 0.02], [0.01, -0.01, 0.02], [0.03, 0.07, -0.11], [0.16, 0.05, 0.03], [-0.21, -0.10, 0.01], [-0.17, -0.21, 0.16], [0.12, 0.03, -0.05], [-0.15, 0.06, -0.07], [0.00, -0.43, 0.44], [0.10, 0.35, 0.27], [-0.04, 0.18, -0.11], [0.16, 0.12, -0.16], [-0.01, -0.81, -0.73], [0.82, 0.17, 0.00], [-0.25, -0.08, 0.33], [0.03, -0.08, -0.26], [-0.81, -0.03, -0.07], [0.25, 0.34, 0.22], [-0.23, -0.25, -0.47], [0.12, -0.12, 0.04], [-0.19, 0.08, 0.00], [-0.22, 0.01, -0.10], [0.05, -0.02, 0.09], [0.07, 0.02, 0.02], [0.04, 0.05, -0.06], [-0.05, 0.01, -0.07], [-0.02, -0.01, 0.00], [-0.07, 0.03, -0.04], [-0.12, 0.07, 0.03], [0.14, 0.18, 0.26], [-0.01, -0.04, -0.04], [0.10, -0.06, 0.05], [-0.12, 0.02, 0.10], [0.01, 0.03, -0.04], [0.09, -0.06, -0.07], [-0.01, 0.09, 0.14], [0.11, -0.08, 0.04], [0.00, 0.10, 0.04], [-0.23, 0.27, 0.13], [0.14, -0.03, 0.00], [0.09, 0.00, -0.03]], "lowdin_charge": [0.089, -0.417, 0.135, -0.218, -0.034, -0.090, -0.098, -0.078, -0.012, -0.117, 0.015, -0.035, -0.265, 0.711, -0.266, -0.268, -0.232, -0.177, -0.236, -0.051, -0.166, -0.249, -0.086, -0.050, -0.006, 0.133, 0.109, 0.103, 0.099, 0.105, 0.099, 0.126, 0.107, 0.110, 0.132, 0.112, 0.124, 0.062, 0.126, 0.125, 0.121, 0.127, 0.041, 0.120, 0.121]}


{"formula": "H5N5", "method": "wB97M-V/def2-TZVPD", "e_homo_ev": -8.939, "lumo_ha": 0.021, "relative_energy_kcal_mol": 13.8, "total_charge": 0, "orbital_gap_ev": 9.50, "symbols": ["N", "N", "N", "N", "N", "H", "H", "H", "H", "H"], "coordinates": [[-2.0453, -0.3391, -0.2034], [-1.3530, -0.9310, 0.4812], [-2.9963, -0.0700, -0.9020], [2.0370, -0.5501, 0.0432], [1.6209, 0.8590, 0.1395], [-3.2481, 0.8510, -1.0273], [0.8433, 0.8994, -0.6486], [2.6926, -0.7543, 0.8125], [1.2272, -1.1127, 0.2219], [1.2218, 1.1479, 1.0830]], "forces_ev_per_angstrom": [[0.89, -2.03, 2.31], [-0.30, 1.50, -1.23], [-0.41, -2.07, -0.96], [0.31, 0.85, 0.85], [-1.80, -0.11, -1.34], [-0.18, 2.60, -0.11], [2.04, 0.34, 2.50], [-0.33, 0.38, -0.61], [-0.44, -0.55, 0.22], [0.21, -0.91, -1.62]], "lowdin_charge": [-0.292, 0.192, 0.109, -0.110, -0.144, 0.038, 0.088, 0.063, -0.004, 0.062]}


{"formula": "C16H25N2O3", "method": "wB97M-V/def2-TZVPD", "e_homo_ev": -12.819, "smiles": "COC(=O)[C@@H](CC(C)C)NC(=O)[C@@H]([NH3+])Cc1ccccc1", "lumo_ha": -0.103, "relative_energy_kcal_mol": 1.5, "total_charge": 1, "orbital_gap_ev": 10.03, "symbols": ["C", "O", "C", "O", "C", "C", "C", "C", "C", "N", "C", "O", "C", "N", "C", "C", "C", "C", "C", "C", "C", "H", "H", "H", "H", "H", "H", "H", "H", "H", "H", "H", "H", "H", "H", "H", "H", "H", "H", "H", "H", "H", "H", "H", "H", "H"], "coordinates": [[0.0906, 2.9818, 3.8723], [0.2812, 2.1234, 2.7446], [1.4073, 2.3216, 2.0516], [2.2460, 3.1266, 2.3260], [1.4984, 1.3799, 0.8373], [2.9162, 0.8155, 0.7126], [3.3947, 0.6259, -0.7318], [4.8427, 0.1428, -0.7235], [2.5118, -0.3555, -1.4966], [0.4825, 0.3456, 0.9383], [-0.7246, 0.4900, 0.4246], [-1.0687, 1.3597, -0.3711], [-1.8407, -0.4958, 0.8740], [-3.0253, 0.0029, 0.1417], [-1.5715, -1.9759, 0.5396], [-1.8033, -2.2518, -0.9242], [-3.0879, -2.5600, -1.3758], [-3.3261, -2.7601, -2.7272], [-2.2893, -2.6453, -3.6370], [-1.0108, -2.3492, -3.1928], [-0.7698, -2.1500, -1.8447], [-0.7606, 2.5845, 4.4184], [0.9843, 2.9848, 4.4972], [-0.1094, 3.9997, 3.5367], [1.2581, 1.9903, -0.0414], [3.5897, 1.5188, 1.2060], [2.9764, -0.1349, 1.2488], [3.3554, 1.5968, -1.2354], [4.9209, -0.8281, -0.2393], [5.4787, 0.8451, -0.1916], [5.2155, 0.0484, -1.7395], [1.4977, 0.0256, -1.5954], [2.9088, -0.5108, -2.4962], [2.4920, -1.3186, -0.9884], [0.6487, -0.3667, 1.6355], [-1.9733, -0.3724, 1.9522], [-2.5605, 0.8530, -0.3760], [-3.8082, 0.3016, 0.7215], [-3.3231, -0.7040, -0.5623], [-2.2394, -2.5970, 1.1396], [-0.5476, -2.2288, 0.8123], [-3.8917, -2.7241, -0.6678], [-4.3191, -3.0139, -3.0636], [-2.4740, -2.8030, -4.6875], [-0.1965, -2.2779, -3.8962], [0.2296, -1.9317, -1.5050]], "forces_ev_per_angstrom": [[0.11, 0.31, 0.30], [-0.16, -0.15, -0.06], [-0.06, -0.20, -0.23], [0.05, 0.15, 0.02], [0.23, 0.36, 0.15], [0.04, 0.30, -0.32], [0.02, -0.33, 0.19], [-0.21, 0.21, -0.06], [0.15, 0.31, -0.01], [0.25, -0.25, -0.08], [-0.56, -0.43, 0.07], [0.21, 0.35, -0.11], [0.51, -0.10, 0.30], [-0.06, 0.44, -0.44], [-0.13, -0.04, -0.14], [0.00, -0.13, 0.11], [0.16, -0.28, -0.08], [-0.07, 0.06, -0.03], [-0.01, -0.01, -0.02], [-0.01, 0.02, -0.02], [-0.06, 0.01, 0.02], [0.04, 0.02, -0.04], [-0.10, -0.01, -0.03], [0.01, -0.06, 0.02], [0.03, -0.08, 0.14], [-0.06, -0.09, 0.04], [0.04, -0.09, 0.08], [-0.03, 0.03, 0.04], [0.03, -0.14, 0.07], [0.13, 0.04, 0.07], [0.09, -0.04, -0.10], [-0.18, -0.03, -0.05], [-0.01, -0.06, -0.14], [-0.04, -0.16, 0.07], [-0.17, 0.02, -0.06], [-0.11, 0.06, -0.13], [-0.37, -0.41, 0.21], [0.14, -0.09, -0.04], [0.00, 0.45, 0.27], [0.06, 0.03, 0.04], [0.00, 0.02, 0.09], [-0.07, 0.00, 0.10], [-0.09, -0.04, -0.05], [-0.02, -0.02, -0.11], [0.09, 0.01, -0.09], [0.16, 0.05, 0.06]], "lowdin_charge": [-0.020, -0.042, -0.449, 0.153, -0.174, -0.112, -0.422, -0.069, -0.079, 0.141, -0.416, 0.082, -0.173, 0.198, -0.075, -0.247, -0.080, -0.055, -0.057, -0.042, -0.021, 0.094, 0.102, 0.105, 0.170, 0.124, 0.132, 0.145, 0.085, 0.083, 0.082, 0.060, 0.086, 0.082, 0.169, 0.167, 0.153, 0.176, 0.126, 0.131, 0.126, 0.124, 0.114, 0.114, 0.115, 0.092]}


| no. | E (a.u.) |
| --- | --- |
| 1 | -448.1942 |
| 2 | -1543.6999 |
| 3 | -276.6488 |
| 4 | -959.7271 |